Computed, not measured: a 9-piece molecular cluster, C18H54O18 overall in a non-equilibrium geometry, with wB97M-V/def2-TZVPD.

⟨S²⟩: 0.750
gap between HOMO and LUMO (alpha / beta): 2.03 / 9.43 eV
HOMO energy (alpha / beta): 0.137 / -7.262 eV

The geometry in ORCA input format:
```
! wB97M-V def2-TZVPD RIJCOSX def2/J DEFGRID3
* xyz -1 2
C -7.29 17.27 -20.13
C -8.69 17.26 -19.56
O -9.64 16.48 -20.31
O -6.56 16.18 -19.55
H -6.77 18.19 -19.86
H -7.31 17.23 -21.22
H -9.05 18.28 -19.58
H -8.63 17.07 -18.49
H -9.56 15.59 -19.96
H -6.85 15.32 -19.85
C -10.02 18.70 -25.11
C -9.76 18.10 -23.73
O -8.72 17.27 -23.79
O -10.57 17.74 -25.99
H -9.13 19.19 -25.52
H -10.69 19.54 -24.93
H -10.60 17.48 -23.42
H -9.52 18.85 -22.97
H -7.87 17.73 -23.75
H -9.98 16.99 -26.02
C -7.56 12.56 -22.55
C -8.19 13.67 -21.60
O -7.40 13.79 -20.43
O -6.20 12.86 -22.74
H -8.08 12.33 -23.49
H -7.58 11.58 -22.08
H -9.23 13.44 -21.39
H -8.27 14.63 -22.10
H -7.27 12.90 -20.10
H -5.74 12.05 -22.96
C -3.74 16.77 -17.74
C -3.57 15.21 -18.00
O -2.33 14.78 -18.54
O -4.31 17.49 -18.86
H -2.70 17.10 -17.76
H -4.20 16.98 -16.78
H -4.37 14.74 -18.57
H -3.58 14.66 -17.05
H -2.42 13.84 -18.70
H -5.21 17.19 -18.99
C -12.02 19.53 -19.15
C -12.57 18.63 -20.26
O -11.56 18.20 -21.12
O -11.28 18.80 -18.15
H -12.88 20.09 -18.80
H -11.42 20.37 -19.50
H -13.29 19.14 -20.90
H -13.12 17.82 -19.77
H -11.04 17.48 -20.76
H -11.85 18.19 -17.68
C -7.01 16.17 -16.04
C -6.68 16.68 -14.61
O -6.20 15.59 -13.86
O -8.14 15.25 -16.01
H -6.15 15.62 -16.42
H -7.18 16.93 -16.80
H -7.61 17.01 -14.15
H -5.89 17.43 -14.65
H -6.92 14.97 -13.71
H -8.01 14.67 -15.25
C -8.38 21.11 -20.23
C -8.16 20.90 -18.75
O -6.77 20.62 -18.50
O -7.54 22.05 -20.90
H -9.45 21.29 -20.28
H -8.24 20.18 -20.78
H -8.89 20.23 -18.31
H -8.26 21.89 -18.30
H -6.53 20.59 -17.57
H -7.83 21.87 -21.80
C -10.95 14.65 -17.73
C -12.23 15.33 -18.22
O -12.70 16.22 -17.21
O -10.51 13.76 -18.75
H -11.10 14.02 -16.85
H -10.22 15.42 -17.48
H -12.89 14.49 -18.43
H -11.96 15.93 -19.09
H -13.05 15.74 -16.45
H -11.11 13.02 -18.78
C -5.60 15.87 -23.61
C -4.45 15.81 -22.59
O -3.14 16.02 -23.18
O -5.47 14.83 -24.56
H -5.39 16.83 -24.07
H -6.61 15.87 -23.20
H -4.45 14.87 -22.02
H -4.59 16.69 -21.97
H -2.91 15.14 -23.50
H -5.80 14.07 -24.08
*
```

Mulliken population analysis, charges in e, atoms 1 to 6: number 1, C, carries 0.48; number 2, C, carries 0.68; number 3, O, carries -0.74; number 4, O, carries 0.49; number 5, H, carries 0.63; number 6, H, carries -0.53



Computed, not measured: a 9-piece molecular cluster, C18H54O9 overall in a non-equilibrium geometry, with wB97M-V/def2-TZVPD.

structure (SMILES): CCO.CCO.CCO.CCO.CCO.CCO.CCO.CCO.CCO
gap between HOMO and LUMO: 9.81 eV
HOMO energy: -9.204 eV

The geometry in ORCA input format:
```
! wB97M-V def2-TZVPD RIJCOSX def2/J DEFGRID3
* xyz 0 1
C -16.69 -1.73 6.93
C -16.21 -2.68 5.83
O -14.88 -3.22 5.88
H -16.98 -2.21 7.83
H -17.58 -1.29 6.47
H -15.96 -0.97 7.10
H -16.15 -2.05 4.95
H -16.94 -3.54 5.59
H -14.97 -3.85 6.60
C -15.58 -3.96 10.14
C -15.10 -5.17 9.34
O -15.60 -5.05 7.95
H -15.02 -4.02 11.11
H -16.71 -3.90 10.28
H -15.35 -3.02 9.60
H -15.55 -6.05 9.77
H -14.06 -5.24 9.32
H -15.51 -5.92 7.55
C -12.71 -2.99 8.20
C -12.15 -1.87 7.21
O -13.07 -1.14 6.50
H -13.80 -3.09 8.04
H -12.49 -2.75 9.25
H -12.23 -3.91 7.90
H -11.51 -2.49 6.55
H -11.46 -1.18 7.66
H -13.71 -1.76 6.11
C -16.28 -11.49 -0.05
C -17.69 -11.53 0.50
O -17.49 -11.24 1.93
H -15.96 -10.42 -0.16
H -16.24 -11.92 -1.01
H -15.52 -11.91 0.60
H -18.17 -12.52 0.36
H -18.27 -10.70 0.14
H -18.34 -11.44 2.34
C -11.78 -7.48 9.72
C -11.59 -8.10 8.34
O -12.74 -8.71 7.91
H -12.15 -8.11 10.51
H -12.57 -6.75 9.63
H -10.90 -6.98 10.09
H -10.73 -8.78 8.22
H -11.43 -7.22 7.75
H -13.05 -9.31 8.55
C -19.35 -10.94 6.58
C -19.29 -10.15 5.33
O -18.56 -8.93 5.49
H -19.97 -10.40 7.34
H -18.42 -11.29 7.10
H -19.92 -11.80 6.27
H -20.33 -9.87 4.99
H -18.77 -10.68 4.59
H -18.97 -8.33 6.09
C -19.84 -4.37 7.48
C -18.65 -5.30 7.28
O -19.06 -6.41 6.47
H -20.36 -4.07 6.56
H -19.39 -3.46 7.85
H -20.63 -4.76 8.08
H -18.32 -5.75 8.19
H -17.84 -4.81 6.80
H -19.24 -6.01 5.59
C -14.04 -7.23 4.96
C -15.33 -7.67 5.68
O -15.18 -7.62 7.16
H -13.56 -6.43 5.58
H -14.29 -6.69 4.05
H -13.42 -8.10 4.75
H -15.60 -8.69 5.39
H -16.13 -7.00 5.47
H -14.24 -7.90 7.36
C -18.22 -7.73 1.60
C -17.59 -6.80 2.68
O -18.30 -6.62 3.85
H -19.32 -7.48 1.48
H -18.13 -8.79 1.95
H -17.72 -7.56 0.65
H -17.44 -5.84 2.29
H -16.62 -7.34 2.84
H -18.33 -7.52 4.29
*
```

Mulliken population analysis, charges in e, atoms 1 to 6: number 1, C, carries -1.20; number 2, C, carries 0.21; number 3, O, carries -0.70; number 4, H, carries 0.16; number 5, H, carries 0.42; number 6, H, carries 0.35



Computed, not measured: C18H54O9 as an isolated structure in a non-equilibrium geometry, with wB97M-V/def2-TZVPD.

gap between HOMO and LUMO: 6.39 eV
HOMO energy: -6.793 eV

The geometry in ORCA input format:
```
! wB97M-V def2-TZVPD RIJCOSX def2/J DEFGRID3
* xyz 0 1
O 0.72 -1.64 -2.00
H 1.58 -2.05 -1.90
H 0.67 -1.40 -2.93
O -1.08 -3.03 -1.68
H -1.51 -3.29 -2.49
H -0.39 -2.43 -1.95
O -0.28 -0.38 -0.60
H 0.41 -0.93 -0.24
H -0.40 -0.71 -1.49
C 0.88 1.20 1.58
C 1.58 0.08 2.34
C 2.85 0.49 3.05
O 0.76 -0.61 3.37
H 1.53 1.97 1.16
H 0.25 1.78 2.26
H 0.28 0.78 0.78
H 1.95 -0.63 1.60
H 2.66 1.01 3.99
H 3.58 1.00 2.42
H 3.34 -0.43 3.37
H 1.19 -1.44 3.59
C 1.94 0.38 -0.81
C 3.25 1.20 -0.67
C 3.11 2.61 -1.25
O 3.60 1.23 0.71
H 2.15 -0.68 -0.68
H 1.53 0.45 -1.82
H 1.23 0.76 -0.07
H 4.02 0.64 -1.20
H 2.83 2.59 -2.30
H 4.06 3.14 -1.21
H 2.46 3.30 -0.71
H 3.67 0.32 1.02
C -1.77 0.18 -2.58
C -3.20 0.27 -2.04
C -4.20 -0.11 -3.10
O -3.38 -0.62 -0.95
H -1.65 0.59 -3.58
H -1.38 -0.83 -2.67
H -1.14 0.81 -1.96
H -3.44 1.27 -1.67
H -4.23 0.67 -3.87
H -5.17 -0.38 -2.69
H -3.80 -0.93 -3.69
H -2.91 -0.27 -0.19
C -3.39 0.08 2.06
C -1.98 0.11 1.39
C -1.13 -1.11 1.80
O -2.08 0.18 -0.01
H -3.98 0.96 1.80
H -3.28 0.05 3.15
H -3.92 -0.86 1.92
H -1.39 0.98 1.67
H -0.06 -0.92 1.89
H -1.22 -1.94 1.10
H -1.47 -1.40 2.80
H -1.27 -0.16 -0.40
C 0.17 3.59 0.43
C -0.56 3.52 -0.91
C -0.47 2.08 -1.44
O -1.91 3.80 -0.73
H 0.11 4.58 0.87
H 1.23 3.39 0.25
H -0.18 2.84 1.15
H -0.15 4.19 -1.67
H -0.74 1.30 -0.73
H 0.55 1.81 -1.70
H -1.10 1.99 -2.32
H -2.38 3.13 -0.24
C 0.72 -2.20 0.09
C 1.29 -2.92 1.35
C 0.66 -4.18 1.77
O 2.57 -3.26 0.87
H 0.90 -2.76 -0.83
H 1.28 -1.29 -0.11
H -0.32 -1.91 0.23
H 1.53 -2.22 2.15
H 0.38 -4.95 1.06
H -0.26 -3.81 2.23
H 1.19 -4.64 2.61
H 2.53 -3.96 0.22
*
```

Mulliken population analysis, charges in e, atoms 1 to 6: number 1, O, carries -1.06; number 2, H, carries 0.47; number 3, H, carries 0.38; number 4, O, carries -0.62; number 5, H, carries 0.44; number 6, H, carries 0.19



Computed, not measured: C18H56CaN9O5P3 as an isolated structure in a non-equilibrium geometry, with wB97M-V/def2-TZVPD.

⟨S²⟩: 0.753
gap between HOMO and LUMO (alpha / beta): 8.01 / 3.70 eV
HOMO energy (alpha / beta): -10.149 / -10.020 eV

The geometry in ORCA input format:
```
! wB97M-V def2-TZVPD RIJCOSX def2/J DEFGRID3
* xyz 1 2
Ca 0.06 -0.09 0.14
O 0.03 -1.35 1.95
H 0.62 -1.55 2.70
O -0.14 1.00 -1.77
H -0.72 1.26 -2.51
O -0.26 1.77 1.54
P -0.42 3.10 2.22
N 1.00 4.04 2.52
C 1.97 4.10 3.71
C 1.58 4.67 1.29
N -1.10 3.00 3.84
C -1.63 1.68 4.32
C -1.45 4.31 4.62
N -1.49 4.06 1.37
C -1.71 5.54 1.66
C -2.76 3.43 1.03
H 2.75 3.36 3.52
H 1.47 3.73 4.60
H 2.48 5.03 3.93
H 1.43 4.24 0.30
H 2.66 4.55 1.39
H 1.52 5.76 1.23
H -1.83 1.81 5.39
H -2.57 1.36 3.88
H -1.03 0.77 4.25
H -1.38 4.15 5.69
H -0.88 5.20 4.31
H -2.48 4.48 4.30
H -2.36 5.79 2.50
H -0.74 5.90 2.00
H -1.88 5.96 0.67
H -3.09 2.74 1.81
H -2.73 2.84 0.11
H -3.56 4.15 0.88
O 2.35 -0.35 -0.37
P 3.49 -0.93 -1.15
N 5.02 -0.60 -0.44
C 6.29 -1.14 -1.08
C 5.26 0.53 0.53
N 3.58 -0.32 -2.73
C 2.80 -0.81 -3.82
C 4.19 0.99 -2.96
N 3.40 -2.58 -1.24
C 2.12 -3.11 -1.68
C 3.90 -3.46 -0.10
H 7.23 -1.08 -0.53
H 6.55 -0.53 -1.94
H 6.19 -2.19 -1.35
H 6.18 1.09 0.39
H 5.51 0.24 1.55
H 4.38 1.18 0.48
H 2.90 -0.20 -4.72
H 3.07 -1.86 -3.91
H 1.74 -0.78 -3.55
H 5.24 0.81 -3.20
H 3.79 1.52 -3.83
H 4.25 1.74 -2.18
H 1.73 -2.51 -2.50
H 2.37 -3.95 -2.33
H 1.39 -3.25 -0.89
H 3.30 -3.18 0.77
H 4.87 -3.18 0.31
H 3.90 -4.55 -0.08
O -1.32 -1.93 -0.84
P -2.74 -2.45 -1.06
N -3.80 -2.06 0.16
C -4.45 -0.74 0.21
C -3.64 -2.60 1.52
N -2.80 -4.08 -1.27
C -1.72 -4.90 -1.92
C -4.07 -4.77 -1.00
N -3.36 -1.68 -2.55
C -2.39 -1.18 -3.51
C -4.63 -2.13 -3.05
H -3.74 -0.03 0.62
H -5.32 -0.78 0.87
H -4.67 -0.41 -0.80
H -2.75 -2.22 2.01
H -3.61 -3.68 1.42
H -4.53 -2.38 2.11
H -1.90 -4.75 -2.98
H -0.74 -4.55 -1.58
H -1.93 -5.95 -1.74
H -4.72 -4.15 -0.38
H -4.56 -5.09 -1.92
H -3.97 -5.67 -0.39
H -1.80 -0.38 -3.07
H -1.59 -1.90 -3.60
H -2.74 -1.00 -4.53
H -4.55 -2.99 -3.71
H -5.11 -1.35 -3.65
H -5.20 -2.51 -2.20
*
```

Mulliken population analysis, charges in e, atoms 1 to 6: number 1, Ca, carries 2.26; number 2, O, carries -0.24; number 3, H, carries 0.20; number 4, O, carries -0.83; number 5, H, carries -0.05; number 6, O, carries -0.26



Computed, not measured: a 9-piece molecular cluster, C18H57N15O9 overall in a non-equilibrium geometry, with wB97M-V/def2-TZVPD.

structure (SMILES): COC[C@H](C)N.COC[C@H](C)N.COC[C@H](C)N.NC(N)=O.NC(N)=O.NC(N)=O.NC(N)=O.NC(N)=O.NC(N)=O
gap between HOMO and LUMO: 9.56 eV
HOMO energy: -9.088 eV

The geometry in ORCA input format:
```
! wB97M-V def2-TZVPD RIJCOSX def2/J DEFGRID3
* xyz 0 1
C -5.48 3.40 -2.28
O -4.72 4.43 -1.62
C -3.75 3.97 -0.76
C -3.09 5.19 -0.08
C -2.77 6.39 -0.88
N -1.98 4.61 0.71
H -5.91 2.71 -1.60
H -4.91 2.90 -3.06
H -6.38 3.86 -2.70
H -4.20 3.31 -0.08
H -2.92 3.45 -1.31
H -3.79 5.56 0.69
H -3.58 7.03 -1.27
H -2.11 6.14 -1.80
H -2.16 7.07 -0.25
H -1.46 5.48 1.14
H -1.30 4.14 0.12
C -0.24 2.67 -4.19
O -1.27 1.94 -3.45
C -1.80 0.77 -4.07
C -3.30 0.60 -3.73
C -3.33 0.78 -2.24
N -3.72 -0.70 -4.09
H -0.71 3.30 -4.96
H 0.54 2.02 -4.73
H 0.42 3.25 -3.52
H -1.70 0.87 -5.17
H -1.36 -0.13 -3.68
H -3.91 1.41 -4.15
H -2.55 0.14 -1.71
H -4.28 0.60 -1.87
H -3.09 1.78 -2.04
H -4.66 -0.92 -3.68
H -3.76 -0.71 -5.13
C 4.89 -0.21 -0.29
O 4.28 -1.47 0.03
C 4.99 -2.00 1.12
C 4.36 -3.37 1.34
C 4.99 -4.05 2.58
N 4.47 -4.34 0.22
H 5.99 -0.37 -0.31
H 4.72 0.58 0.38
H 4.53 0.09 -1.26
H 6.09 -2.05 0.93
H 4.76 -1.39 1.93
H 3.32 -3.12 1.60
H 5.81 -4.75 2.31
H 4.27 -4.58 3.16
H 5.32 -3.33 3.41
H 3.89 -4.01 -0.52
H 5.36 -4.52 -0.22
N -0.19 -3.45 -1.94
C -1.38 -4.07 -2.03
N -2.29 -3.60 -2.94
O -1.72 -5.02 -1.28
H 0.44 -3.79 -1.22
H 0.22 -3.00 -2.73
H -1.99 -2.87 -3.58
H -3.28 -3.86 -3.01
N -0.24 1.74 -0.64
C 0.49 2.81 -0.17
N 0.94 2.56 1.12
O 0.60 3.87 -0.73
H -0.63 1.85 -1.55
H -0.51 0.98 -0.01
H 0.98 1.66 1.47
H 1.61 3.20 1.47
N 0.07 -6.53 0.28
C 1.19 -5.81 0.42
N 2.30 -6.42 1.02
O 1.26 -4.58 0.08
H -0.72 -6.08 -0.12
H 0.09 -7.54 0.34
H 2.30 -7.34 1.29
H 3.20 -5.99 0.87
N 2.61 0.27 3.71
C 2.52 -0.99 4.25
N 1.21 -1.48 4.35
O 3.44 -1.76 4.49
H 1.74 0.80 3.85
H 3.41 0.79 3.87
H 0.42 -0.95 4.03
H 1.06 -2.49 4.31
N -0.61 -2.44 1.75
C 0.02 -1.26 1.31
N 1.11 -1.34 0.57
O -0.36 -0.08 1.55
H -0.21 -3.25 1.31
H -1.62 -2.38 1.76
H 1.64 -0.47 0.40
H 1.52 -2.23 0.29
N 0.00 4.16 4.71
C -0.21 2.90 4.28
N -1.30 2.67 3.52
O 0.59 1.97 4.50
H 0.81 4.40 5.20
H -0.70 4.85 4.80
H -1.20 1.77 2.97
H -1.46 3.41 2.87
*
```

Mulliken population analysis, charges in e, atoms 1 to 6: number 1, C, carries -0.58; number 2, O, carries -0.41; number 3, C, carries 0.11; number 4, C, carries 0.30; number 5, C, carries -1.33; number 6, N, carries -0.34



Total energy for the records above, in order: -2072.2975 -1395.2282 -1394.4470 -3289.9865 -2218.7018 a.u.